1.
10
Properties=species:S:1:pos:R:3:forces:R:3 method="wB97M-V/def2-TZVPD" charge=0 e_homo_ev=-10.512 e_above_lowest_ev=0.124 e_lumo_ev=0.71
N 0.6940 0.6367 -1.1598 -0.130 0.169 0.356
C 0.8346 -0.4792 -0.4133 0.044 -0.492 -0.393
O 1.6701 -1.3441 -0.5482 0.019 0.025 -0.159
N -0.1759 -0.6708 0.5587 -0.254 0.336 0.443
C -1.1636 0.1880 0.9572 0.132 -0.118 0.059
O -1.3682 1.2921 0.5122 -0.030 0.125 0.041
H 0.1632 1.3933 -0.7576 -0.313 0.038 -0.314
H 1.2235 0.7642 -2.0016 0.334 -0.098 0.202
H -0.1165 -1.5326 1.0778 0.281 -0.050 -0.148
H -1.7612 -0.2477 1.7747 -0.082 0.064 -0.086

2.
15
Properties=species:S:1:pos:R:3:forces:R:3 method="wB97M-V/def2-TZVPD" charge=0 e_homo_ev=-8.776 e_above_lowest_ev=3.907 e_lumo_ev=0.93
C 1.8422 -0.6395 -0.4253 0.432 1.890 -1.909
C 2.5589 0.4626 -0.7773 1.297 -0.437 0.267
N 2.2469 1.2848 -1.9681 -2.661 -0.541 4.083
H 0.9728 -0.7556 -1.1335 0.788 -0.786 1.201
H 2.2209 -1.3716 0.2941 -0.728 0.502 -0.044
H 3.5023 0.7631 -0.1462 -1.796 -0.493 -1.572
H 1.2132 1.1364 -2.1272 1.981 0.254 -0.641
H 2.8747 1.1552 -2.7036 0.677 -0.388 -1.378
C -2.6895 0.5101 1.4987 -1.866 0.747 -0.709
C -2.0524 -0.6596 1.5357 -2.332 -0.288 0.621
O -2.3593 -1.6531 0.5830 1.615 0.300 2.157
H -2.7290 1.1725 2.4159 0.353 -0.671 -1.551
H -3.4881 0.6838 0.6238 2.047 -0.058 2.018
H -1.6724 -0.9633 2.5143 0.627 -0.459 -0.790
H -2.4411 -1.1258 -0.1844 -0.434 0.430 -1.755

3.
14
Properties=species:S:1:pos:R:3:forces:R:3 method="wB97M-V/def2-TZVPD" charge=0 e_homo_ev=-8.108 e_above_lowest_ev=3.536 e_lumo_ev=0.36
C -1.7550 0.1633 0.4570 -0.132 -0.003 -0.006
N -0.3997 -0.1606 0.0672 0.232 -0.231 -0.098
C 0.1541 -1.3514 -0.1309 -0.137 0.215 0.043
C 1.5204 -1.2297 -0.4180 0.236 -0.001 0.022
C 1.9526 0.1084 -0.3257 -0.225 -0.318 0.093
C 0.6490 0.8040 -0.2286 0.014 -0.040 -0.229
O 0.4249 2.0096 0.4181 0.262 0.018 0.142
H -2.2394 0.7806 -0.3050 0.067 -0.084 0.094
H -1.7530 0.7157 1.4018 0.034 -0.082 -0.166
H -2.3228 -0.7618 0.5819 0.086 0.129 -0.029
H -0.4621 -2.2478 -0.0854 0.115 0.142 0.009
H 2.1486 -2.0816 -0.6559 -0.089 0.103 0.156
H 0.6650 0.9146 -1.3440 -0.394 0.185 -0.079
H 1.2987 2.3970 0.5590 -0.070 -0.033 0.048

4.
14
Properties=species:S:1:pos:R:3:forces:R:3 method="wB97M-V/def2-TZVPD" charge=0 e_homo_ev=-9.065 e_above_lowest_ev=4.212 e_lumo_ev=0.48
C 1.5025 1.0220 -1.1575 -1.023 -0.793 -1.183
C 0.2274 0.1101 -0.5130 1.319 0.970 -0.604
C -0.8483 -0.6816 -0.6757 0.610 0.583 0.899
C -1.4693 -1.0165 0.8070 0.559 0.226 -2.072
N -2.5285 -1.7443 0.8248 0.709 0.484 0.115
O -0.7466 -0.4468 1.7507 1.217 0.695 -1.218
C 0.6701 0.4938 0.7605 -2.719 -1.801 3.143
H 1.8309 1.9974 -0.7022 -0.960 -1.109 0.281
H 2.4218 0.4364 -1.2886 -0.559 -0.139 -0.036
H 1.0720 1.2933 -2.1002 0.270 0.215 -0.853
H -1.2584 -1.0405 -1.6409 0.165 0.211 1.010
H -2.9176 -1.9448 1.7525 0.500 0.332 -0.166
H 0.4640 1.5069 1.0730 0.030 0.000 0.334
H 1.5801 0.0145 1.1096 -0.117 0.126 0.351

5.
30
Properties=species:S:1:pos:R:3:forces:R:3 method="wB97M-V/def2-TZVPD" charge=0 e_homo_ev=-8.670 e_above_lowest_ev=1.072 e_lumo_ev=-0.47
Au 0.3289 -0.5070 1.7565 0.003 0.030 -0.495
N -0.3220 -2.5859 0.8378 -0.089 0.046 0.047
C -0.0685 -2.4886 -0.6156 0.129 -0.016 -0.028
C 1.4218 -2.5218 -0.9553 -0.104 0.194 0.164
C 2.2072 -1.2498 -0.6358 -0.061 -0.116 -0.010
N 2.4401 -1.0760 0.8134 0.019 0.089 0.030
H 0.1337 -3.4023 1.2267 -0.068 -0.053 0.035
H -1.3157 -2.6646 1.0160 -0.006 -0.097 -0.015
H -0.4880 -1.5419 -0.9575 -0.074 -0.002 0.003
H -0.5671 -3.3085 -1.1424 0.008 0.027 -0.013
H 1.4941 -2.6724 -2.0337 0.039 -0.075 -0.002
H 1.8984 -3.3901 -0.4816 0.008 -0.015 -0.046
H 1.6374 -0.3860 -0.9783 0.035 0.065 -0.011
H 3.1605 -1.2813 -1.1733 -0.028 0.007 -0.013
H 3.0315 -0.2705 0.9774 0.082 -0.048 -0.010
H 2.9016 -1.8897 1.2014 0.078 0.032 0.038
F -0.9127 4.0555 1.0783 0.022 -0.093 -0.031
C -0.2828 2.8793 0.9610 0.123 -0.072 0.190
F 0.9490 3.1177 0.4896 -0.159 -0.011 0.070
F -0.1209 2.4066 2.2226 -0.023 -0.034 -0.265
C -1.0205 1.8352 0.0476 -0.038 0.076 -0.119
O -0.2921 0.7220 -0.1282 -0.115 0.159 0.630
C -1.2457 2.5002 -1.3508 0.012 0.041 -0.158
F -1.9589 3.6427 -1.3141 0.144 -0.213 -0.086
F -0.0661 2.7823 -1.9238 -0.167 -0.006 0.028
F -1.8896 1.6511 -2.1660 0.061 0.139 0.047
C -2.4315 1.5092 0.6559 -0.022 -0.138 0.157
F -2.3249 1.0285 1.9183 0.056 0.042 -0.240
F -3.0320 0.5493 -0.0632 0.053 0.118 0.117
F -3.2652 2.5567 0.7168 0.083 -0.077 -0.016

6.
15
Properties=species:S:1:pos:R:3:forces:R:3 method="wB97M-V/def2-TZVPD" charge=0 e_homo_ev=-9.891 e_above_lowest_ev=1.691 e_lumo_ev=0.98
C -1.9220 -0.8623 0.4586 -0.016 0.008 0.002
C -0.6209 -0.3951 -0.1738 -0.056 -0.213 -0.033
C -0.4191 0.9993 -0.6495 -0.051 0.159 -0.181
N 0.1900 0.5460 0.5856 0.025 -0.023 0.151
C 1.6294 0.3657 0.6347 0.043 0.003 0.070
C 2.2758 -0.0355 -0.6364 0.368 -0.199 -0.865
N 2.7550 -0.3186 -1.6503 -0.464 0.223 0.948
H -1.8924 -0.7195 1.5435 0.032 -0.014 -0.171
H -2.1045 -1.9229 0.2589 0.062 0.168 0.016
H -2.7779 -0.3002 0.0710 0.126 -0.080 0.045
H -0.0668 -1.1470 -0.7401 -0.085 0.131 0.094
H 0.2264 1.1442 -1.5138 -0.085 -0.009 0.068
H -1.2157 1.7303 -0.5305 0.114 -0.115 -0.009
H 2.0852 1.3103 0.9528 -0.031 -0.179 -0.031
H 1.8574 -0.3947 1.3894 0.019 0.138 -0.102

7.
16
Properties=species:S:1:pos:R:3:forces:R:3 method="wB97M-V/def2-TZVPD" charge=+1 e_homo_ev=-14.490 e_above_lowest_ev=0.232 e_lumo_ev=-5.39
B -2.8021 -1.0245 -0.2249 1.133 0.814 -0.042
C 0.3310 1.3593 0.5563 -1.182 -1.129 2.417
C 2.6520 0.8726 0.2832 -0.556 0.208 -0.922
C -1.5130 -1.4619 -1.0391 -0.262 0.547 -0.737
N 1.3470 0.7287 0.9457 1.279 -0.385 0.044
H -3.1332 0.1111 0.0918 0.376 -0.431 -0.548
H -3.3764 -1.8499 0.3190 -0.863 -0.942 0.312
H -0.5880 1.3446 1.1397 0.057 -0.185 -0.248
H -0.7723 -0.6422 -1.2432 -0.440 -0.851 0.194
H 0.4168 1.9162 -0.3014 0.066 1.396 -1.940
H 2.7445 0.2416 -0.5943 -0.056 -0.605 0.236
H 2.7593 1.8724 -0.1106 0.036 0.413 0.308
H 3.3554 0.6596 1.0399 1.159 -0.192 0.417
H -1.0769 -2.3632 -0.5990 0.309 0.314 0.343
H -1.7646 -1.8921 -2.0419 -0.193 0.582 0.497
H 1.4206 0.1278 1.7790 -0.863 0.446 -0.333

8.
15
Properties=species:S:1:pos:R:3:forces:R:3 method="wB97M-V/def2-TZVPD" charge=0 e_homo_ev=-9.017 e_above_lowest_ev=1.978 e_lumo_ev=1.10
C 1.4533 -1.6505 0.4605 -0.005 -0.024 0.001
C 0.6676 -0.4701 -0.0814 0.159 -0.107 -0.244
C -0.8165 -0.5873 -0.1438 -0.157 -0.300 0.102
N -1.7060 0.1272 -1.0265 0.250 0.353 0.067
C -1.5671 1.3605 -0.7567 0.126 -0.093 -0.175
C -0.4380 1.6384 0.2179 -0.067 0.118 0.026
N -0.1780 0.3168 0.8316 0.076 0.134 0.048
H 2.3423 -1.8321 -0.1568 -0.225 0.027 0.138
H 1.7831 -1.4937 1.4949 -0.129 0.063 -0.215
H 0.8278 -2.5497 0.4248 0.226 0.083 0.128
H 1.2278 0.1566 -0.7752 -0.344 -0.255 -0.236
H -1.2470 -1.5127 0.2322 0.080 0.117 0.041
H -2.1535 2.1308 -1.2630 0.198 -0.175 0.050
H 0.4185 1.9352 -0.4060 -0.054 0.255 0.240
H -0.6144 2.4306 0.9476 -0.132 -0.196 0.030

- Look up the charge of the fifth one.
  0

- What is the charge in the eighth record?
  0

- Which of these has the highest charge?
  C3H11BN

- What is the charge in the second record?
  0